Record 1
# C56H46BN14O7PRbS

A structure of composition C56H46BN14O7PRbS in a non-equilibrium geometry (ωB97M-V/def2-TZVPD, the Open Molecules 2025 dataset).

For the energy, the calculation gives -115471.7720 eV. The total charge is -2. The HOMO energy (alpha / beta) is -0.8 / -2.8 eV. The spin multiplicity is 2. Its frontier orbital gap (alpha / beta) is 3.879 / 5.959 eV. As for the energy above the lowest of the compared OMol25 structures with the same formula, charge and spin: 0.0 kJ/mol.

Structure (XYZ):
```
127
C56H46BN14O7PRbS ωB97M-V/def2-TZVPD
C 2.42 -0.84 5.82
N 1.96 -2.94 -0.23
H 4.01 0.80 4.47
H -4.84 -6.45 -4.74
N -2.83 1.82 -1.14
H 2.27 -6.20 0.51
C 1.86 3.39 -1.59
N 3.11 0.54 -3.07
H -5.65 3.18 3.74
H -0.12 4.47 3.57
C 3.14 -3.41 5.07
O 0.86 -0.77 2.03
N -6.95 4.38 1.68
C -5.70 -4.49 -4.67
H 1.08 2.57 2.55
C 2.91 0.73 2.63
C -4.52 -2.88 -3.32
C -2.84 1.52 2.89
C -3.57 -3.85 -2.98
S -0.54 -1.85 2.53
C -4.86 2.76 3.13
H -3.85 2.45 -4.28
C 0.45 -4.72 -0.85
H -6.54 -4.75 -5.30
C 0.37 2.48 -0.25
H -0.73 -6.33 -1.52
C 4.00 1.08 3.43
N 0.00 -0.15 -3.41
C 5.05 2.13 1.54
C 3.56 3.76 -5.69
H -0.29 0.01 5.69
C 3.97 1.78 0.74
C -4.89 3.10 -1.10
H -5.70 3.60 -3.04
H 2.58 3.99 -2.11
H 1.24 4.50 0.21
C 4.15 -1.29 -2.74
N 3.59 2.68 -4.93
C 3.65 -4.68 1.11
N 2.39 2.62 -4.33
C 5.05 -0.26 -2.41
O -0.04 -3.15 2.26
C 2.32 4.42 -5.60
C -3.82 2.43 -0.46
H -1.43 1.95 6.76
C 0.15 -6.20 -0.91
C 3.06 -2.51 0.36
N -0.35 -3.83 -1.35
Rb -0.84 -1.09 -0.54
H 2.14 0.16 6.11
C 1.18 3.62 -0.42
H -1.03 -0.38 -6.52
O -1.66 -1.38 1.80
C 3.95 -3.33 1.05
C -5.57 -3.20 -4.17
H -2.93 -5.86 -3.26
P 1.48 -0.13 3.32
H 2.00 5.32 -6.11
C -3.68 -5.13 -3.51
H -0.36 2.26 0.51
N -1.42 -4.23 -2.03
C 2.20 -1.27 4.52
H 6.07 -0.34 -2.06
H 3.14 -1.37 7.77
C 1.66 -4.25 -0.19
H 5.91 2.04 3.50
O -2.80 -2.60 -1.13
H 4.29 -2.36 -2.70
H 0.99 -6.75 -1.36
H 3.96 2.03 -0.31
H -6.69 4.27 -0.86
C -3.88 2.47 -3.19
C 0.49 0.74 -5.38
C -3.83 2.37 1.00
B 1.93 1.49 -3.38
C -0.13 3.50 4.05
H 4.63 1.93 -2.56
N 2.99 -0.79 -3.14
C 1.61 3.65 -4.72
C 3.33 -2.99 6.38
C 2.57 -2.56 4.13
C -0.82 3.33 5.24
C -2.51 -3.47 -1.98
H 3.42 -4.41 4.78
H -2.04 1.34 -2.96
H -6.31 -2.45 -4.43
C -3.85 2.02 3.71
H 3.27 -1.45 0.27
H 4.84 -2.92 1.52
C -4.89 3.10 -2.52
N -2.82 1.70 1.59
H -1.33 4.17 5.69
C -4.89 2.97 1.74
C -2.86 1.85 -2.46
O -6.97 4.46 2.95
N 0.56 1.63 -1.25
H 1.01 1.37 -6.08
C -4.75 -5.45 -4.35
C 0.54 2.44 3.48
H -0.04 -6.60 0.09
C 2.91 1.08 1.28
C -0.81 -0.68 -4.31
H 2.39 -2.90 3.12
C 2.51 -5.15 0.48
C 5.06 1.77 2.88
C -0.87 2.08 5.84
H 0.60 3.75 -4.34
C -0.54 -0.15 -5.59
H -2.03 0.93 3.30
C -0.22 1.00 5.27
O -0.50 -1.45 3.93
O -7.84 4.93 0.98
H 3.76 -3.67 7.10
H 4.31 -5.37 1.62
H 4.43 4.03 -6.28
H 2.07 0.80 0.65
H 5.88 2.67 1.12
H -3.84 1.84 4.77
C 4.34 0.89 -2.64
H -1.55 -1.41 -4.02
C -5.90 3.74 -0.36
H -4.42 -1.90 -2.89
C -5.92 3.70 1.04
N 0.79 0.72 -4.06
C 0.50 1.18 4.08
C 2.98 -1.70 6.75
N 1.46 2.18 -2.07
```

***

Record 2
# C56H46BrClF3GeMoN6O2

A structure of composition C56H46BrClF3GeMoN6O2 in a non-equilibrium geometry (ωB97M-V/def2-TZVPD, the Open Molecules 2025 dataset).

For the energy, the calculation gives -220943.2019 eV. The total charge is -1. The HOMO energy (alpha / beta) is -3.4 / -2.8 eV. Its frontier orbital gap (alpha / beta) is 5.675 / 5.088 eV.

Structure (XYZ):
```
117
C56H46BrClF3GeMoN6O2 ωB97M-V/def2-TZVPD
H 2.93 -1.29 4.57
H 1.26 -0.91 -6.32
N 1.75 2.07 -1.09
H 0.51 -0.64 -4.00
H 0.17 -2.55 -7.80
C 0.02 -1.36 -4.64
H 4.23 -2.70 6.12
H 0.56 7.47 4.06
C 0.94 5.03 3.03
C -4.68 -1.64 -2.13
C 4.33 -2.82 5.05
C 0.89 -2.30 -1.31
C 3.62 3.39 -1.90
C -0.26 -1.27 2.75
H 5.40 3.20 1.69
C 0.94 3.88 2.23
H -1.87 3.97 -0.09
H -2.48 -3.62 -4.63
H -1.71 -3.91 -6.94
H -1.64 -2.61 3.84
C 0.96 2.87 -1.85
C -4.41 1.73 -0.04
C 0.44 -1.50 -5.95
F 7.00 -3.88 6.12
N -0.44 -0.30 1.85
H 0.70 -2.99 -2.13
C -1.03 -2.12 -4.14
C -2.86 -4.94 0.47
H -2.30 3.04 2.66
H 5.51 3.94 -1.07
H -2.57 -7.06 0.45
C 3.61 -2.03 4.19
H 3.73 1.48 -0.95
C 2.21 -1.53 -1.66
Mo 1.04 0.77 0.40
C -1.68 1.97 0.64
C -0.27 3.19 1.98
H -2.65 0.56 -3.68
C 3.74 -2.17 2.79
C 4.34 3.06 1.68
C 2.96 -1.35 1.96
C -1.37 4.75 3.50
C 6.01 -4.59 5.51
H 3.46 5.05 2.06
H 6.07 -4.66 2.78
C -3.72 2.92 -0.26
C -3.71 0.65 0.49
C 2.74 4.35 -2.44
C 2.18 -0.64 1.35
C 3.09 2.28 -1.28
C -1.65 -3.03 -5.00
C -1.22 -3.19 -6.30
N -0.37 2.17 1.08
N -1.77 -0.22 1.65
N 2.33 2.08 1.45
C -0.20 6.78 4.43
Ge -1.73 -1.95 -2.29
C -2.09 -3.74 -1.48
H -3.50 -1.20 2.43
C -0.21 5.52 3.62
H -2.98 -2.82 0.23
H -1.17 7.28 4.38
C 5.10 3.55 -2.01
Br -0.69 2.06 -2.44
C -0.29 -1.42 -0.98
H 3.10 5.26 -2.88
H -4.64 -2.52 -1.50
H -3.32 -4.93 1.45
N 2.16 3.38 1.75
H 1.86 5.57 3.20
F 6.62 -5.66 4.97
F 5.27 -5.07 6.53
H -1.49 -7.06 -1.76
H 0.02 -0.33 -0.91
C -2.43 -6.13 -0.09
C 4.65 -3.13 2.30
H -6.91 0.35 -3.69
C -2.67 -3.76 -0.22
C 3.65 1.87 1.43
C 5.22 -3.77 4.54
C -2.43 -1.13 2.41
H -6.38 1.04 0.44
H -6.01 1.10 -1.29
C -1.48 -1.82 3.13
C -5.90 -1.15 -2.54
C 5.38 -3.92 3.17
H -2.27 5.05 4.02
H 4.04 0.89 1.25
C -2.38 3.03 0.06
C -2.37 0.77 0.87
H 5.58 2.59 -2.20
C -5.87 1.61 -0.34
C -5.96 -0.03 -3.37
C -3.49 -1.04 -2.54
H 4.77 -3.24 1.23
C -1.66 -4.94 -2.03
O 2.33 -0.39 -1.14
C -1.39 3.62 2.72
H -4.82 1.47 -4.39
H 5.36 4.24 -2.81
H 0.73 -1.55 3.06
H -6.82 -1.62 -2.21
C -0.17 -2.43 -6.78
H -4.24 3.77 -0.69
C 3.36 4.00 1.88
O 2.99 -2.06 -2.43
C -1.83 -6.13 -1.33
C 1.39 4.00 -2.51
H -6.33 2.60 -0.41
H -1.20 -4.95 -3.00
Cl 1.27 -3.35 0.09
H -0.69 -1.72 -0.02
C -3.56 0.08 -3.36
H 0.69 4.59 -3.08
H -4.23 -0.28 0.63
H 0.02 6.57 5.48
C -4.78 0.58 -3.76
```

***

Record 3
# C56H47AlN3P2SbSeTe

A structure of composition C56H47AlN3P2SbSeTe (ωB97M-V/def2-TZVPD, the Open Molecules 2025 dataset).

For the energy, the calculation gives -167645.2617 eV. The total charge is +2. The HOMO energy is -12.0 eV. Its frontier orbital gap is 7.189 eV. As for the energy above the lowest of the compared OMol25 structures with the same formula, charge and spin: 0.0 kJ/mol.

Structure (XYZ):
```
112
C56H47AlN3P2SbSeTe ωB97M-V/def2-TZVPD
C 0.03 -1.63 -2.37
H -3.73 1.62 -3.59
H 3.81 3.84 3.93
H -1.34 1.27 -3.41
C -5.40 2.75 4.43
C -2.85 -5.37 0.25
C 3.82 2.76 3.93
C 2.27 2.47 -2.74
C -3.81 0.35 -5.32
H -7.04 1.36 4.45
C 4.61 -2.88 1.84
H 1.96 -1.90 -1.46
H 1.78 2.35 -0.66
C -3.49 5.13 0.20
C 3.54 2.06 2.77
H 4.61 2.11 -0.04
H 3.30 2.62 1.87
H -4.10 6.01 0.35
C 4.97 1.28 -0.64
C -1.63 -2.97 -0.43
H -3.61 3.95 4.35
C -2.95 -4.28 1.11
H -0.97 -3.99 -2.21
H -0.86 4.07 -1.65
C 5.96 -0.82 -2.16
P -0.88 -1.38 -0.83
H 3.15 -2.14 -3.60
C 2.08 -1.99 -3.59
C -2.98 2.84 0.70
C 4.99 -1.07 -1.20
H 5.46 -2.21 1.83
C -4.38 -1.70 -3.64
C -1.67 4.03 -0.93
Se 0.05 -0.33 3.12
C -4.29 -1.85 -5.02
H -6.04 3.58 4.70
C 3.58 0.67 2.76
C 6.43 0.47 -2.37
H -3.21 1.92 1.23
C -2.34 -3.09 0.76
C -0.33 1.62 -3.23
Te -4.04 -0.18 -1.00
H -2.25 6.07 -1.27
C 4.79 -4.21 2.16
H 5.78 -4.58 2.40
C 1.41 -1.84 -2.39
C 4.50 -0.01 -0.44
H 6.35 -1.64 -2.75
H 0.17 1.77 -5.30
H 1.89 -2.07 -5.73
C 2.44 -4.62 1.86
H 4.64 -2.08 -1.04
C -1.98 -0.04 -0.91
C -1.53 -4.07 -1.28
C 2.25 -3.28 1.54
H 1.59 -5.29 1.86
C -3.89 0.61 -3.96
C -0.67 -1.58 -3.58
H -1.74 -1.40 -3.57
C -2.45 5.16 -0.72
C 3.88 -0.02 3.93
C -4.05 2.97 4.24
P -0.99 1.36 -0.53
H -4.45 -2.82 -5.47
C -2.15 -5.26 -0.94
C -5.97 1.48 4.29
C 0.00 -1.75 -4.78
H -1.07 3.29 4.69
H -2.42 -2.22 1.41
C -1.67 0.43 3.37
C -4.16 -0.44 -3.09
H 4.35 2.61 6.00
C -3.29 1.85 3.91
C 0.52 1.89 -4.29
H 1.25 -2.94 1.29
C 0.12 1.77 -1.92
C 1.37 -1.95 -4.79
C 4.15 0.68 5.10
H -3.50 -4.37 2.03
H 2.49 2.52 -4.87
C 5.93 1.52 -1.61
H 3.85 -6.12 2.42
H -2.07 -6.11 -1.60
H -4.58 3.93 1.61
Al 0.41 -0.11 0.71
C 3.71 -5.08 2.17
C 1.82 2.31 -4.05
H -1.20 3.53 2.92
C -0.98 2.82 3.71
H -3.60 1.15 -6.02
H -5.66 -0.61 3.86
C -3.86 0.59 3.78
H -2.85 -1.26 3.36
C 1.42 2.19 -1.68
H -0.56 -1.72 -5.71
N -3.99 -0.86 -5.85
H 3.29 2.80 -2.56
H 3.90 -1.10 3.94
H 4.39 0.14 6.00
H -4.60 -2.55 -3.01
C -1.93 2.86 -0.23
C 3.33 -2.41 1.53
C -3.76 3.96 0.91
H 7.18 0.65 -3.12
N -1.93 1.71 3.64
H -3.33 -6.30 0.51
H 0.03 2.42 3.58
C 4.13 2.07 5.10
N -2.81 -0.26 3.44
Sb 3.06 -0.40 1.03
H 6.31 2.52 -1.76
C -5.22 0.37 3.96
```

***

Record 4
# C56H47Cl2CuN6O3S3

A structure of composition C56H47Cl2CuN6O3S3 in a non-equilibrium geometry (ωB97M-V/def2-TZVPD, the Open Molecules 2025 dataset).

For the energy, the calculation gives -176097.2242 eV. The total charge is +1. The HOMO energy (alpha / beta) is -8.9 / -8.9 eV. The spin multiplicity is 2. Its frontier orbital gap (alpha / beta) is 6.582 / 5.343 eV. As for the energy above the lowest of the compared OMol25 structures with the same formula, charge and spin: 0.0 kJ/mol.

Structure (XYZ):
```
118
C56H47Cl2CuN6O3S3 ωB97M-V/def2-TZVPD
C -1.85 4.59 1.11
H -4.12 1.65 0.28
C 2.63 1.80 -4.31
C -0.02 1.01 4.66
H -4.20 -2.16 -2.87
C -0.53 2.05 5.42
C -2.72 -2.86 5.36
H 1.14 5.18 -1.02
C -2.40 -3.22 -6.57
H -1.06 -3.12 4.01
H 6.03 -0.61 4.10
C 0.76 1.30 3.56
N 1.21 -2.07 -4.80
C -5.32 0.48 -1.07
C -0.01 -2.43 -5.32
C -3.26 -0.55 3.90
C 2.70 -0.75 3.62
C -3.24 -3.72 -0.01
S -1.15 -1.03 2.14
C 5.00 -0.89 4.24
C -2.90 -2.76 0.93
C -2.99 0.13 -0.73
C 4.02 -0.38 3.42
C -2.27 -4.26 -0.84
H 3.68 -2.44 -3.50
H 5.21 4.12 -0.24
H -3.22 -1.43 -5.73
H -0.22 -0.02 4.92
O 4.49 0.15 -0.46
C 0.54 3.64 3.98
C -4.15 0.84 -0.43
H 5.62 1.59 -1.26
C 3.82 2.52 -0.60
H 3.48 5.89 -0.49
C -0.58 -2.93 0.24
H 0.67 2.76 -1.34
C -1.57 -2.38 1.03
Cl 1.31 -4.61 -6.17
C -1.97 5.22 -0.11
C -2.35 -2.06 -5.82
H -6.26 -0.86 -2.43
C 1.92 4.45 -0.90
C 4.18 3.86 -0.46
H -1.99 4.99 -2.24
C -5.34 -0.59 -1.95
H -1.31 -4.97 -7.19
Cl -1.23 -0.30 -4.13
H -2.07 -1.47 -1.78
H -3.45 0.33 3.32
C -1.79 3.11 -1.23
C 2.22 -2.27 -1.93
N -0.26 0.23 -0.76
H 3.84 -0.03 0.24
H 1.31 -1.91 4.74
C 3.22 4.84 -0.60
Cu 1.71 0.17 -0.55
O 2.11 -1.75 -0.78
S -1.43 0.70 -0.02
N 2.58 2.16 -0.91
N 0.33 -1.20 2.58
H 3.07 -2.82 6.24
N -1.61 0.35 1.61
H 1.32 2.31 -5.93
H -1.87 5.17 2.03
N 2.06 0.52 1.30
C -1.71 3.21 1.18
C -1.90 -2.51 4.30
H -2.55 -4.99 -1.59
H -4.44 -2.34 6.51
H 5.42 -2.16 5.91
C 2.71 -0.54 -3.70
C 3.33 -2.13 5.45
C -4.07 -0.91 4.97
H 4.09 -1.24 -2.25
H 3.92 0.97 -2.83
H 1.70 -2.82 -4.31
H 0.44 -2.60 0.33
C -4.19 -1.31 -2.20
C 2.34 -1.62 4.63
C 1.70 1.52 -5.30
C -3.80 -2.06 5.69
H -1.14 1.84 6.28
C 1.70 -0.80 -4.65
H 5.44 1.71 0.50
O 1.61 -3.24 -2.35
H -1.64 2.69 2.12
C -1.92 4.49 -1.29
C -0.11 -3.64 -6.03
H -1.77 2.50 -2.12
C 1.26 0.23 -5.49
H -2.10 6.29 -0.16
C 4.90 1.48 -0.43
C -3.00 -0.94 -1.59
H -0.18 -4.28 -1.35
C 4.65 -1.76 5.26
H -3.65 -2.32 1.57
H -4.91 -0.29 5.24
H 2.97 2.82 -4.15
C -2.18 -1.36 3.58
C -1.69 2.49 0.00
H -4.27 -4.02 -0.11
C 1.05 2.61 3.21
H -3.30 -3.50 -7.09
H -6.23 1.05 -0.88
C 3.29 -1.63 -2.87
C 1.66 3.11 -1.06
S 1.47 -0.01 2.53
H 4.25 0.30 2.61
H 1.66 2.78 2.33
H -2.50 -3.75 5.93
C -1.28 -4.04 -6.64
H -0.64 4.17 5.68
C -1.19 -1.68 -5.18
H 0.57 0.00 -6.29
C -0.94 -3.88 -0.71
C 3.15 0.77 -3.55
H 0.77 4.67 3.72
C -0.24 3.36 5.08
```